# 1
The following is a quantum chemistry calculation of a 12-piece molecular cluster, C16H44N12O22 overall, from the Open Molecules 2025 dataset.

Output
HOMO energy = -8.374 eV
Gap between HOMO and LUMO = 0.276 Ha
Relative energy (zero: lowest compared OMol25 entry of this formula, charge and spin) = 0.0 kJ/mol
E = -2947.43664 Ha
Total charge = 0
SMILES string = C[N+](=O)[O-].C[N+](=O)[O-].C[N+](=O)[O-].C[N+](=O)[O-].C[N+](=O)[O-].C[N+](=O)[O-].C[N+](=O)[O-].C[N+](=O)[O-].C[N+](=O)[O-].C[N+](=O)[O-].CN(C)C=O.CN(C)C=O

Each line ends with the Löwdin charge.
Cartesian coordinates (Å):
C1 3.06498 -2.99067 -0.25322  0.06
N1 2.87902 -1.64225 -0.85948  -0.41
O1 3.40557 -1.45655 -1.93669  0.08
O2 2.23664 -0.81706 -0.23877  0.04
H1 2.09481 -3.47124 -0.37301  0.10
H2 3.28328 -2.84179 0.80012  0.08
H3 3.83798 -3.53559 -0.77741  0.10
C2 1.97730 1.08414 5.42481  0.05
N2 0.80507 1.49692 4.61727  -0.42
O3 0.22652 0.60691 4.01394  0.03
O4 0.53188 2.67633 4.56063  0.09
H4 2.23854 1.87654 6.12107  0.10
H5 2.81521 0.93109 4.75125  0.08
H6 1.72771 0.18584 5.97761  0.09
C3 1.92391 1.04006 -3.08496  0.03
N3 1.70559 2.23194 -3.94434  -0.43
O5 0.65432 2.33738 -4.54875  0.05
O6 2.60447 3.04795 -3.99726  0.06
H7 2.86878 0.63079 -3.42732  0.10
H8 1.08894 0.36815 -3.23099  0.07
H9 1.98357 1.33590 -2.04233  0.09
C4 -2.71967 -5.74446 2.48668  0.05
N4 -2.55236 -4.34059 2.93288  -0.43
O7 -3.54176 -3.65546 3.01769  0.09
O8 -1.40902 -3.95737 3.11600  0.05
H10 -3.55618 -6.17723 3.02630  0.10
H11 -1.78354 -6.27344 2.61406  0.09
H12 -2.96502 -5.74874 1.42580  0.11
C5 1.40695 -4.25469 4.38581  0.03
N5 1.23449 -2.83649 3.98893  -0.43
O9 0.92324 -2.05367 4.86041  0.07
O10 1.56466 -2.52449 2.85959  0.04
H13 2.47848 -4.33559 4.57262  0.11
H14 1.15382 -4.89386 3.54750  0.09
H15 0.87180 -4.51481 5.28945  0.10
C6 -2.96124 -0.34745 3.68089  0.03
N6 -3.28319 1.03134 4.11307  -0.44
O11 -4.05506 1.14209 5.04649  0.06
O12 -2.78279 1.95895 3.51188  0.07
H16 -2.08279 -0.71568 4.20373  0.09
H17 -2.74768 -0.41512 2.61844  0.07
H18 -3.84676 -0.94704 3.86322  0.09
C7 -1.47308 -3.37364 -3.62275  0.03
N7 -0.00307 -3.15477 -3.60669  -0.43
O13 0.47616 -2.45237 -2.72930  0.03
O14 0.64119 -3.72276 -4.45602  0.09
H19 -1.99024 -2.59962 -3.06577  0.08
H20 -1.66720 -4.30614 -3.09388  0.10
H21 -1.74116 -3.40285 -4.66979  0.09
C8 -3.07186 2.93472 -3.65125  0.05
N8 -4.24841 2.70092 -4.54346  -0.44
O15 -5.36134 2.80246 -4.07812  0.07
O16 -3.98035 2.37924 -5.68843  0.04
H22 -2.87368 1.97901 -3.17496  0.07
H23 -3.22044 3.80707 -3.02788  0.10
H24 -2.22564 3.10643 -4.31045  0.09
C9 3.85026 0.07044 2.09134  0.03
N9 3.50830 1.27306 1.30373  -0.43
O17 2.37291 1.69116 1.36875  0.05
O18 4.39525 1.72269 0.61456  0.09
H25 4.11029 -0.71708 1.38688  0.08
H26 3.06106 -0.33891 2.71293  0.08
H27 4.78444 0.24296 2.62264  0.11
C10 -1.32840 0.69888 -6.72833  0.05
N10 -1.33937 -0.26130 -5.59547  -0.40
O19 -1.92158 0.03107 -4.57516  0.07
O20 -0.92432 -1.38635 -5.84200  0.04
H28 -1.15344 1.71166 -6.38594  0.08
H29 -2.34293 0.63193 -7.12077  0.10
H30 -0.62300 0.33494 -7.46366  0.10
C11 -0.83314 -1.56010 0.29308  -0.06
N11 -0.85399 -0.19238 -0.15309  -0.15
C12 -0.62237 0.84298 0.82588  -0.04
C13 -0.97510 0.12398 -1.45997  -0.33
O21 -0.87227 1.24034 -1.93579  0.00
H31 -1.13030 -2.30603 -0.44029  0.08
H32 -1.47515 -1.65180 1.17727  0.07
H33 0.14928 -1.85547 0.67581  0.06
H34 -1.51277 1.04090 1.43439  0.08
H35 0.26170 0.81331 1.44936  0.06
H36 -0.62419 1.79134 0.28828  0.06
H37 -1.18318 -0.78000 -2.04960  0.10
C14 1.51734 4.05112 -0.79065  -0.06
N12 0.89964 4.89796 0.20141  -0.17
C15 0.03509 4.28543 1.17370  -0.04
C16 1.18662 6.21881 0.25746  -0.34
O22 0.70227 6.99836 1.05591  0.00
H38 0.78165 3.43932 -1.32560  0.08
H39 2.17971 3.31442 -0.33112  0.06
H40 2.11658 4.60816 -1.50709  0.08
H41 -0.90383 3.96638 0.70219  0.09
H42 0.46409 3.37422 1.59147  0.06
H43 -0.24599 4.94219 1.98949  0.09
H44 1.92753 6.50271 -0.50683  0.13

# 2
The following is a quantum chemistry calculation of a 4-piece molecular cluster, C16H44N4O4 overall, from the Open Molecules 2025 dataset.

Output
HOMO energy = -9.018 eV
Gap between HOMO and LUMO = 0.353 Ha
Relative energy (zero: lowest compared OMol25 entry of this formula, charge and spin) = 255.1 kJ/mol
E = -1155.82332 Ha
Total charge = 0
SMILES string = COC[C@H](C)N.COC[C@H](C)N.COC[C@H](C)N.COC[C@H](C)N

Each line ends with the natural charge from an NBO analysis.
Cartesian coordinates (Å):
C1 4.35582 12.28752 -16.13712  -0.25
O1 5.53883 11.86960 -16.82292  -0.56
C2 6.71517 12.60860 -16.35906  -0.06
C3 7.86792 11.92272 -17.15470  -0.06
C4 7.91080 10.43804 -16.98346  -0.63
N1 9.12033 12.55315 -16.71999  -0.82
H1 4.35556 11.75909 -15.18377  0.17
H2 3.38725 12.03018 -16.56580  0.19
H3 4.39459 13.37231 -16.03792  0.17
H4 6.64866 13.67160 -16.59075  0.17
H5 6.85786 12.50127 -15.28378  0.18
H6 7.70130 12.11488 -18.21460  0.17
H7 8.73614 9.99037 -17.53707  0.20
H8 6.98145 10.05257 -17.40278  0.23
H9 7.85315 9.97805 -15.99697  0.21
H10 9.14190 13.49837 -17.07521  0.35
H11 9.84089 12.12163 -17.28096  0.35
C5 2.79138 14.66144 -20.35859  -0.24
O2 1.68320 15.19784 -19.68935  -0.55
C6 0.94452 14.14215 -18.91844  -0.08
C7 -0.37284 14.69894 -18.43503  -0.08
C8 -0.14532 15.92527 -17.55560  -0.62
N2 -1.31135 13.76128 -17.78668  -0.83
H12 3.34709 15.53250 -20.70579  0.19
H13 2.55430 13.98981 -21.18370  0.16
H14 3.37294 14.01739 -19.69898  0.16
H15 0.80820 13.29706 -19.59322  0.17
H16 1.46232 13.67604 -18.08015  0.16
H17 -0.83870 15.12413 -19.32401  0.18
H18 0.48647 16.71866 -17.95495  0.23
H19 0.33965 15.66943 -16.61356  0.19
H20 -1.11777 16.33050 -17.27591  0.22
H21 -1.09003 13.56236 -16.82151  0.35
H22 -1.32806 12.84443 -18.21000  0.36
C9 0.09225 9.75032 -21.28647  -0.25
O3 -0.72005 10.90413 -21.11144  -0.57
C10 -1.97619 10.86098 -21.83930  -0.08
C11 -2.70338 12.16430 -21.35970  -0.06
C12 -4.14764 12.38860 -21.86729  -0.63
N3 -1.90792 13.26209 -21.91604  -0.85
H23 0.07538 9.64354 -22.37109  0.17
H24 -0.26814 8.89254 -20.71863  0.17
H25 1.12058 10.00317 -21.02818  0.19
H26 -1.66258 11.03818 -22.86805  0.18
H27 -2.59418 9.97024 -21.72620  0.18
H28 -2.68374 12.31019 -20.27968  0.18
H29 -4.85509 11.57334 -21.71575  0.21
H30 -4.15026 12.72491 -22.90411  0.22
H31 -4.53533 13.11666 -21.15474  0.21
H32 -0.92983 13.10980 -21.71535  0.37
H33 -2.18241 14.15326 -21.52801  0.36
C13 0.73649 19.57807 -15.71774  -0.27
O4 1.47918 20.04365 -16.89216  -0.56
C14 2.60814 19.36296 -17.42250  -0.06
C15 3.28458 20.17161 -18.49272  -0.06
C16 2.36415 20.47734 -19.73558  -0.63
N4 4.41083 19.46747 -19.03068  -0.84
H34 -0.06559 20.26090 -15.43755  0.20
H35 1.56632 19.83769 -15.06042  0.18
H36 0.40549 18.57577 -15.44581  0.18
H37 3.40027 19.24013 -16.68390  0.17
H38 2.38456 18.34146 -17.73016  0.16
H39 3.60256 21.10462 -18.02745  0.19
H40 1.98073 19.56788 -20.19814  0.20
H41 2.86722 20.95853 -20.57432  0.20
H42 1.57222 21.18488 -19.48996  0.21
H43 4.07098 18.76300 -19.66969  0.35
H44 5.06174 20.06847 -19.51569  0.37

Number 2 is which compound?
C16H44N4O4